Record 1
Entry from the OMol25 dataset: a single C10H7NO2 molecule at a distorted geometry (ωB97M-V with the def2-TZVPD basis set).

As for the SMILES: O=Cc1c(O)cnc2ccccc12. As for the largest force on an atom: 0.072 Eh/bohr. Its multiplicity is 1. The HOMO energy is -8.9 eV. Its energy above the lowest of the compared OMol25 structures with the same formula, charge and spin is 0.762 eV. As for the orbital gap: 8.1 eV. The LUMO energy is -0.8382 eV.

Each atom is followed by the atoms it is bonded to, with distances in Å.
Element x y z (Å)
1 O -1.79 0.31 2.90  C10 1.347, H16 0.936
2 O 0.59 0.30 3.67  C7 1.252
3 N -2.08 0.05 -0.66  C5 1.282, C8 1.400
4 C 0.81 -0.32 -2.87  C12 1.349, C13 1.393, H17 1.072
5 C -2.36 0.18 0.59  N3 1.282, C10 1.422, H15 1.049
6 C -0.06 0.14 1.34  C7 1.551, C10 1.389, C11 1.507
7 C 0.94 -0.03 2.52  O2 1.252, C6 1.551, H20 1.108
8 C -0.74 -0.02 -1.07  N3 1.400, C11 1.481, C12 1.431
9 C 1.67 -0.01 -0.63  C11 1.412, C13 1.382, H14 1.058
10 C -1.40 0.39 1.61  O1 1.347, C5 1.422, C6 1.389
11 C 0.37 0.11 -0.10  C6 1.507, C8 1.481, C9 1.412
12 C -0.47 -0.22 -2.46  C4 1.349, C8 1.431, H18 1.099
13 C 1.88 -0.26 -1.98  C4 1.393, C9 1.382, H19 1.046
14 H 2.50 0.09 0.02  C9 1.058
15 H -3.35 0.22 0.92  C5 1.049
16 H -1.05 0.35 3.47  O1 0.936
17 H 1.00 -0.35 -3.92  C4 1.072
18 H -1.25 -0.26 -3.22  C12 1.099
19 H 2.83 -0.27 -2.41  C13 1.046
20 H 1.96 -0.40 2.28  C7 1.108



Record 2
Entry from the OMol25 dataset: a single C10H8 molecule at a distorted geometry (ωB97M-V with the def2-TZVPD basis set).

As for the SMILES: C#CC(=C=C1C=C1)C1CC1. As for the largest force on an atom: 0.074 Eh/bohr. Its multiplicity is 1. The HOMO energy is -8.1 eV. Its energy above the lowest of the compared OMol25 structures with the same formula, charge and spin is 6.349 eV. As for the orbital gap: 8.8 eV. The LUMO energy is 0.7190 eV.

Each atom is followed by the atoms it is bonded to, with distances in Å.
Element x y z (Å)
1 C 1.35 -0.03 0.12  C4 1.477, C5 1.443, C9 1.594, H16 1.078
2 C -3.42 -0.43 0.78  C7 1.318, C8 1.439, H17 1.102
3 C 1.31 -3.55 -0.34  C10 1.205, H13 0.990
4 C 0.36 -1.12 0.06  C1 1.477, C6 1.326, C10 1.432
5 C 0.94 1.31 0.49  C1 1.443, C9 1.444, H15 1.069, H18 1.079
6 C -0.94 -0.87 0.04  C4 1.326, C8 1.269
7 C -3.50 -0.34 -0.53  C2 1.318, C8 1.471, H14 1.093
8 C -2.20 -0.69 0.07  C2 1.439, C6 1.269, C7 1.471
9 C 1.27 1.19 -0.91  C1 1.594, C5 1.444, H11 1.073, H12 1.054
10 C 0.85 -2.45 -0.11  C3 1.205, C4 1.432
11 H 2.24 1.65 -0.95  C9 1.073
12 H 0.82 1.03 -1.85  C9 1.054
13 H 1.68 -4.45 -0.15  C3 0.990
14 H -4.22 -0.45 -1.35  C7 1.093
15 H -0.05 1.50 0.84  C5 1.069
16 H 2.35 -0.30 0.42  C1 1.078
17 H -3.90 -0.72 1.73  C2 1.102
18 H 1.69 1.88 1.01  C5 1.079



Record 3
Entry from the OMol25 dataset: a single C10H8Br2O3S molecule at a distorted geometry (ωB97M-V with the def2-TZVPD basis set).

As for the SMILES: C[C@@]1(Br)C(=O)c2ccccc2S(=O)(=O)[C@@H]1Br. As for the largest force on an atom: 0.097 Eh/bohr. Its multiplicity is 1. The HOMO energy is -10.3 eV. As for the orbital gap: 9.3 eV. The LUMO energy is -0.9595 eV.

Each atom is followed by the atoms it is bonded to, with distances in Å.
Element x y z (Å)
1 Br -1.93 -1.46 -1.88  C7 2.028
2 Br -0.25 -3.99 0.02  C10 1.980
3 S 1.38 -1.38 -0.48  O5 1.488, O6 1.489, C10 1.826, C14 1.845
4 O -2.09 0.81 1.04  C9 1.215
5 O 1.48 -1.83 -1.89  S3 1.488
6 O 2.62 -1.78 0.25  S3 1.489
7 C -1.44 -1.24 0.08  Br1 2.028, C9 1.539, C10 1.594, C11 1.540
8 C 2.33 1.26 -0.59  C13 1.387, C14 1.405, H18 1.090
9 C -1.24 0.26 0.37  O4 1.215, C7 1.539, C12 1.503
10 C -0.09 -2.05 0.37  Br2 1.980, S3 1.826, C7 1.594, H22 1.087
11 C -2.57 -1.83 0.94  C7 1.540, H19 1.099, H21 1.106, H24 1.115
12 C -0.04 1.06 -0.03  C9 1.503, C14 1.426, C16 1.405
13 C 2.21 2.64 -0.55  C8 1.387, C15 1.406, H17 1.079
14 C 1.20 0.45 -0.39  S3 1.845, C8 1.405, C12 1.426
15 C 0.98 3.28 -0.32  C13 1.406, C16 1.392, H20 1.068
16 C -0.10 2.46 -0.02  C12 1.405, C15 1.392, H23 1.076
17 H 3.04 3.27 -0.82  C13 1.079
18 H 3.28 0.77 -0.81  C8 1.090
19 H -3.51 -1.28 0.80  C11 1.099
20 H 0.84 4.34 -0.38  C15 1.068
21 H -2.78 -2.88 0.64  C11 1.106
22 H 0.10 -1.99 1.44  C10 1.087
23 H -1.06 2.91 0.18  C16 1.076
24 H -2.35 -1.80 2.03  C11 1.115